*P*
18
Properties=species:S:1:pos:R:3 method="wB97M-V/def2-TZVPD" orbital_gap_ev=9.233 smiles=CNc1nccnc1C
C -2.36 -0.60 0.43
C 0.16 -0.76 -0.16
C 2.34 -1.25 -0.05
C 2.69 0.09 0.22
C 0.48 0.67 -0.17
C -0.49 1.80 -0.29
H -2.77 0.12 0.01
H -1.74 -0.24 1.42
H -2.92 -1.27 0.40
H -1.43 -1.60 -1.27
H 3.06 -1.76 0.16
H 3.73 0.38 0.34
H 0.08 2.69 -0.31
H -1.20 2.01 0.42
H -1.15 1.47 -0.80
N -1.15 -1.16 -0.28
N 1.03 -1.66 -0.15
N 1.64 1.07 0.07

=====

*Q*
18
Properties=species:S:1:pos:R:3 method="wB97M-V/def2-TZVPD" orbital_gap_ev=9.150 smiles="[H]/N=C/c1c(C)cnn1C"
C -1.43 0.69 -1.35
C -0.42 1.08 -0.49
C 0.09 -0.14 0.01
C 1.10 -0.22 1.13
C 0.19 2.32 -0.10
C -0.53 -2.52 -0.19
N -1.55 -0.67 -1.38
N 1.97 0.71 1.31
N -0.55 -1.13 -0.58
H -2.25 1.35 -1.62
H 1.16 -1.19 1.62
H -0.56 3.21 -0.21
H 0.70 2.07 0.88
H 1.02 2.54 -0.73
H -0.65 -3.12 -1.06
H 0.38 -2.63 0.29
H -1.35 -2.79 0.48
H 2.66 0.43 2.00

=====

*R*
18
Properties=species:S:1:pos:R:3 method="wB97M-V/def2-TZVPD" orbital_gap_ev=9.958
C 0.90 0.01 -1.35
C -1.56 -0.14 -1.05
C -0.58 -0.55 1.72
C -0.18 0.22 -0.60
C -0.03 0.49 0.90
C 2.22 0.27 -0.84
N -2.13 -1.03 -0.40
N -1.46 -0.28 2.56
N 0.40 1.60 1.22
H 0.90 -0.41 -2.39
H -1.96 0.51 -1.96
H 0.04 -1.41 1.59
H 2.78 0.92 -1.50
H 2.17 0.67 0.13
H 2.81 -0.68 -0.74
H -3.09 -1.28 -0.68
H -1.92 -1.08 2.98
H 0.69 2.17 0.42

=====

*S*
18
Properties=species:S:1:pos:R:3 method="wB97M-V/def2-TZVPD" orbital_gap_ev="8.248 / 8.583"
C 1.69 0.69 -0.81
C 2.11 1.97 -0.58
C 3.36 2.41 -0.07
C -0.15 -1.31 0.85
C -1.72 0.27 -0.47
C -0.56 0.19 0.54
N 2.95 2.48 1.12
N 0.64 0.87 0.13
N 0.99 2.08 0.45
H 2.05 -0.20 -1.27
H 4.22 2.51 -0.55
H -0.93 -1.61 1.47
H 0.79 -1.27 1.34
H -0.09 -1.81 -0.13
H -2.30 1.24 -0.47
H -2.37 -0.52 -0.28
H -1.45 0.23 -1.53
H -0.71 0.66 1.54

=====

Name the most stable of them. *Q*.